Here is a cluster of 2 separate species, C3H8ClO2P in total at a distorted geometry from the Open Molecules 2025 dataset. Energies are from ωB97M-V with the def2-TZVPD basis set.

Structure (ORCA input):
```
! RIJCOSX wB97M-V def2-TZVPD def2/J DEFGRID3
* xyz 0 1
C -1.239 -1.586 -0.674
C -1.062 -0.121 -0.380
C -0.436 0.328 0.920
O -0.023 0.179 -1.435
H -1.295 -1.690 -1.772
H -0.284 -2.112 -0.520
H -2.139 -2.103 -0.151
H -1.987 0.511 -0.746
H -1.181 0.226 1.886
H -0.091 1.378 0.753
H 0.529 -0.167 1.093
H 0.723 -0.387 -1.297
O 2.706 1.746 2.089
P 3.022 1.132 0.827
Cl 2.756 2.666 -0.594
*
```

Calculated total energy = -29146.7031 eV
Lowest unoccupied orbital energy = -1.2 eV
Molecular weight = 142.52 g/mol
SMILES = CC(C)O.O=PCl
Relative energy (zero: lowest compared OMol25 entry of this formula, charge and spin) = 26.4 kcal per mole
Kohn-Sham gap = 9.3 eV

---

Here is a cluster of 2 separate species, C3H8ClOPS in total at a distorted geometry from the Open Molecules 2025 dataset. Energies are from ωB97M-V with the def2-TZVPD basis set.

Structure (ORCA input):
```
! RIJCOSX wB97M-V def2-TZVPD def2/J DEFGRID3
* xyz 0 1
C -1.370 0.535 -0.097
C -0.043 -1.360 -0.978
C 0.013 0.079 -0.630
O 0.886 2.183 1.562
P 1.197 0.021 0.732
S 1.185 -1.365 2.071
Cl 2.990 0.227 -0.040
H -2.152 0.209 -0.886
H -1.629 0.269 0.913
H -1.450 1.693 -0.276
H 0.921 -1.834 -1.210
H -0.683 -1.475 -1.944
H -0.601 -1.828 -0.198
H 0.299 0.676 -1.404
H 0.438 1.970 2.387
*
```

Calculated total energy = -37933.8358 eV
Lowest unoccupied orbital energy = -0.7 eV
Molecular weight = 158.59 g/mol
Relative energy (zero: lowest compared OMol25 entry of this formula, charge and spin) = 61.1 kcal per mole
Kohn-Sham gap = 9.0 eV